Record 1
ORCA calculation (wB97M-V/def2-TZVPD) on 4 unconnected molecules or ions with the total composition C21H47FNO6.

Results
LUMO level in eV: 2.06
Net charge: -1
2S+1: 1
Max |F| in eV/Å: 7.73
HOMO in eV: -3.427
Energy in eV: -39025.688
Relative energy (zero: lowest compared OMol25 entry of this formula, charge and spin) in kJ/mol: 583.76
Gap between HOMO and LUMO in Ha: 0.202

Last column: Mulliken charge in e.
Atoms and positions in Å:
C (3.11, 0.20, -2.97)  -0.824
C (2.40, 1.43, -3.78)  -0.690
C (0.72, 1.43, -3.63)  1.008
F (0.25, 1.01, -4.97)  -0.374
N (0.38, 2.81, -3.19)  -0.089
C (-1.07, 3.11, -2.93)  -0.162
C (-1.75, 2.47, -1.60)  -0.129
C (-1.98, 0.88, -1.51)  -0.438
C (-2.96, 0.20, -2.64)  -0.545
O (-2.31, -0.11, -3.92)  -0.163
C (-3.38, -0.44, -4.91)  -0.685
C (-2.04, 3.08, -4.30)  0.389
O (-3.38, 2.94, -4.25)  -0.685
O (-1.49, 3.31, -5.68)  -0.783
H (4.30, 0.33, -2.94)  0.334
H (2.80, -0.81, -3.48)  0.254
H (2.77, 0.17, -1.85)  0.181
H (2.84, 2.45, -3.36)  0.249
H (2.69, 1.40, -4.94)  0.236
H (0.50, 0.56, -2.90)  -0.438
H (0.89, 3.57, -3.69)  0.360
H (-1.06, 4.29, -2.70)  0.091
H (-1.10, 2.81, -0.66)  -0.098
H (-2.81, 3.00, -1.46)  0.291
H (-1.00, 0.22, -1.37)  0.014
H (-2.57, 0.70, -0.48)  0.385
H (-3.92, 0.89, -2.73)  0.246
H (-3.36, -0.81, -2.16)  0.340
H (-3.72, -1.58, -4.83)  0.244
H (-4.37, 0.18, -4.74)  0.256
H (-3.05, -0.20, -6.03)  0.247
C (2.83, -3.05, 2.90)  -0.920
C (2.02, -2.15, 1.98)  -0.335
O (2.78, -1.61, 0.90)  -0.412
C (3.36, -2.55, 0.00)  -0.343
C (2.32, -3.40, -0.73)  -0.874
H (3.73, -2.53, 3.25)  0.315
H (2.23, -3.34, 3.77)  0.290
H (3.15, -3.96, 2.40)  0.224
H (1.65, -1.30, 2.56)  0.338
H (1.14, -2.67, 1.60)  0.282
H (4.09, -3.18, 0.51)  0.324
H (3.91, -1.97, -0.75)  0.318
H (1.80, -4.07, -0.04)  0.224
H (2.81, -4.02, -1.49)  0.377
H (1.57, -2.77, -1.21)  0.187
C (-1.44, 7.86, 0.46)  -1.080
C (-1.68, 6.45, 0.96)  -0.345
O (-0.83, 5.48, 0.36)  -0.360
C (0.57, 5.64, 0.58)  -0.263
C (0.97, 5.57, 2.04)  -1.129
H (-1.48, 7.89, -0.64)  0.296
H (-2.19, 8.54, 0.86)  0.393
H (-0.45, 8.23, 0.76)  0.263
H (-2.71, 6.16, 0.71)  0.327
H (-1.61, 6.40, 2.05)  0.303
H (0.92, 6.57, 0.12)  0.323
H (1.07, 4.82, 0.04)  0.291
H (0.57, 6.42, 2.61)  0.267
H (2.06, 5.58, 2.14)  0.392
H (0.59, 4.66, 2.50)  0.302
C (-0.25, -6.44, 6.44)  -1.085
C (-0.57, -5.27, 5.52)  -0.321
O (0.13, -5.33, 4.28)  -0.329
C (-0.15, -6.45, 3.45)  -0.325
C (-1.60, -6.55, 3.02)  -1.070
H (0.83, -6.54, 6.58)  0.294
H (-0.71, -6.29, 7.42)  0.393
H (-0.63, -7.38, 6.04)  0.257
H (-0.25, -4.34, 6.01)  0.307
H (-1.64, -5.18, 5.36)  0.314
H (0.18, -7.37, 3.94)  0.294
H (0.47, -6.34, 2.55)  0.328
H (-2.26, -6.75, 3.87)  0.258
H (-1.73, -7.36, 2.29)  0.389
H (-1.93, -5.61, 2.57)  0.298

Record 2
ORCA calculation (wB97M-V/def2-TZVPD) on a molecular structure, C25H34NO2P2Sc.

Results
LUMO level (spin up / spin down) in eV: -0.16 / -0.02
2S+1: 1
Max |F| in eV/Å: 5.44
HOMO (spin up / spin down) in eV: -4.529 / -3.740
Energy in eV: -71334.412
Gap between HOMO and LUMO (spin up / spin down) in Ha: 0.160 / 0.137

Last column: natural (NBO) charge in e.
Atoms and positions in Å:
C (-2.10, -4.02, 1.09)  -0.233
C (-1.47, -3.09, 0.33)  0.146
N (-1.53, -1.79, 0.70)  -0.679
C (-2.31, -1.43, 1.76)  0.186
C (-3.04, -2.36, 2.47)  -0.237
C (-2.95, -3.69, 2.11)  -0.318
C (-0.69, -3.49, -0.82)  -0.695
P (0.50, -2.32, -1.65)  0.822
Sc (-0.24, -0.24, -0.26)  1.004
P (-1.93, 1.31, 0.99)  0.869
C (-2.41, 0.08, 2.17)  -0.771
C (0.56, 1.17, -2.02)  -0.300
C (1.96, 1.24, -1.68)  -0.147
C (2.70, 2.32, -2.24)  -0.227
C (2.09, 3.20, -3.14)  -0.207
C (0.73, 3.12, -3.45)  -0.222
C (0.00, 2.12, -2.91)  -0.174
O (-3.34, -3.30, -3.36)  -0.949
O (-4.07, -0.29, -1.49)  -0.924
H (-2.09, -5.01, 0.73)  0.195
H (-3.65, -2.01, 3.31)  0.204
H (-3.49, -4.41, 2.67)  0.202
C (2.00, -3.05, -1.11)  -0.952
C (0.41, -2.67, -3.43)  -0.947
H (-3.47, 0.30, 2.40)  0.235
H (-1.85, 0.26, 3.11)  0.257
H (-1.21, -3.70, -1.67)  0.225
H (-0.13, -4.43, -0.68)  0.238
C (-1.10, 2.65, 1.91)  -0.924
C (-3.46, 1.98, 0.37)  -0.967
H (2.51, 0.59, -0.99)  0.248
H (3.77, 2.46, -2.04)  0.228
H (2.62, 4.02, -3.61)  0.215
H (0.19, 3.73, -4.15)  0.218
H (-1.07, 2.03, -3.15)  0.205
H (-4.07, 0.15, -2.34)  0.468
H (-4.83, -0.86, -1.64)  0.479
H (-2.84, -2.56, -2.82)  0.476
H (-3.82, -3.78, -2.70)  0.473
H (-0.18, 0.53, -1.84)  0.143
H (2.08, -4.07, -1.46)  0.220
H (2.86, -2.48, -1.46)  0.236
H (2.05, -3.06, -0.03)  0.260
H (0.99, -3.56, -3.66)  0.232
H (-0.62, -2.83, -3.75)  0.249
H (0.81, -1.82, -3.99)  0.244
H (-4.03, 2.31, 1.22)  0.220
H (-3.26, 2.80, -0.31)  0.231
H (-3.98, 1.19, -0.18)  0.281
H (-1.69, 2.83, 2.83)  0.222
H (-0.08, 2.34, 2.16)  0.270
H (-1.07, 3.55, 1.28)  0.235
C (1.06, 0.15, 1.22)  -0.571
C (1.93, 0.85, 1.79)  -0.145
C (2.98, 1.61, 2.37)  -0.038
C (3.67, 1.09, 3.49)  -0.216
C (4.71, 1.83, 4.04)  -0.204
C (5.10, 3.05, 3.53)  -0.235
C (4.42, 3.57, 2.44)  -0.209
C (3.36, 2.90, 1.83)  -0.227
H (3.37, 0.11, 3.88)  0.225
H (5.22, 1.43, 4.89)  0.209
H (5.92, 3.61, 3.96)  0.213
H (4.70, 4.53, 2.02)  0.209
H (2.80, 3.29, 0.95)  0.222

Record 3
ORCA calculation (wB97M-V/def2-TZVPD) on a molecular structure, C20H56HfN3O10.

Results
LUMO level in eV: -12.29
Net charge: +3
2S+1: 1
Max |F| in eV/Å: 15.13
HOMO in eV: -13.792
Energy in eV: -47852.258
Relative energy (zero: lowest compared OMol25 entry of this formula, charge and spin) in kJ/mol: 121.36
Gap between HOMO and LUMO in Ha: 0.055

Last column: Mulliken charge in e.
Atoms and positions in Å:
Hf (4.18, -0.45, 0.25)  0.994
C (1.06, 0.64, 2.32)  -1.444
C (1.30, -0.16, 1.11)  1.549
O (2.67, -0.30, 0.75)  0.005
H (1.47, 1.65, 2.23)  0.261
H (1.55, 0.15, 3.15)  0.668
H (0.01, 0.77, 2.57)  0.442
H (0.79, 0.24, 0.23)  -0.894
H (0.84, -1.13, 1.31)  0.159
C (2.02, 4.70, 3.77)  -0.823
O (1.83, 4.35, 2.39)  -0.382
C (2.96, 4.49, 1.59)  -0.585
C (2.63, 4.14, 0.11)  -0.761
N (2.05, 2.77, 0.19)  0.192
C (0.85, 2.56, -0.59)  0.290
C (1.29, 2.61, -2.08)  -1.063
O (2.22, 1.54, -2.35)  -0.264
C (2.83, 1.74, -3.61)  -1.003
H (2.32, 5.75, 3.80)  0.362
H (2.79, 4.18, 4.34)  0.324
H (1.03, 4.61, 4.23)  0.285
H (3.74, 3.87, 2.01)  0.142
H (3.29, 5.53, 1.64)  0.620
H (3.49, 4.26, -0.55)  0.436
H (1.95, 4.94, -0.16)  0.391
H (1.64, 2.87, 1.11)  -0.054
H (0.05, 3.29, -0.44)  0.510
H (0.59, 1.52, -0.38)  -0.541
H (1.75, 3.54, -2.39)  0.906
H (0.42, 2.57, -2.74)  0.545
H (3.36, 0.80, -3.81)  0.303
H (3.55, 2.55, -3.69)  0.362
H (2.21, 1.70, -4.50)  0.351
C (-0.59, -4.30, 4.81)  -0.817
O (-1.31, -3.58, 3.85)  -0.326
C (-0.58, -2.40, 3.54)  -0.925
C (-1.10, -1.80, 2.28)  0.938
N (-2.53, -1.53, 2.52)  -0.442
C (-3.15, -0.99, 1.34)  -0.552
C (-3.10, 0.55, 1.19)  -0.255
O (-3.67, 0.91, -0.12)  -0.454
C (-3.60, 2.36, -0.29)  -0.519
H (-1.08, -5.25, 5.02)  0.308
H (-0.56, -3.84, 5.80)  0.328
H (0.38, -4.69, 4.49)  0.307
H (0.42, -2.76, 3.30)  0.233
H (-0.52, -1.60, 4.29)  0.515
H (-0.96, -2.49, 1.44)  0.180
H (-0.61, -0.85, 2.10)  -1.191
H (-3.09, -2.32, 2.83)  0.412
H (-4.21, -1.23, 1.39)  0.559
H (-2.72, -1.54, 0.50)  -0.421
H (-2.04, 0.82, 1.16)  -0.030
H (-3.54, 1.05, 2.05)  0.564
H (-2.64, 2.59, -0.76)  0.022
H (-3.79, 2.92, 0.63)  0.343
H (-4.38, 2.58, -1.01)  0.265
C (0.28, 0.70, -1.87)  -2.022
O (-0.74, -0.34, -2.10)  -0.351
C (-1.69, -0.56, -1.12)  0.553
C (-2.66, -1.86, -1.35)  -1.115
N (-3.09, -2.00, -2.70)  -0.415
C (-3.65, -3.33, -2.93)  -0.845
C (-2.56, -4.24, -3.63)  -0.543
O (-2.78, -3.93, -5.03)  -0.296
C (-2.38, -4.91, -5.87)  -0.824
H (-0.27, 1.48, -1.33)  0.551
H (0.52, 1.25, -2.78)  0.271
H (1.07, 0.33, -1.23)  1.207
H (-2.28, 0.36, -1.12)  0.501
H (-1.17, -0.54, -0.16)  -0.303
H (-3.51, -1.81, -0.66)  0.828
H (-1.98, -2.68, -1.12)  0.476
H (-2.28, -1.80, -3.27)  0.260
H (-4.60, -3.11, -3.40)  0.486
H (-4.02, -3.73, -1.98)  0.406
H (-2.90, -5.26, -3.45)  0.508
H (-1.56, -4.10, -3.21)  0.283
H (-2.46, -4.60, -6.92)  0.283
H (-2.90, -5.84, -5.67)  0.319
H (-1.31, -5.10, -5.94)  0.317
O (4.39, 0.54, 1.79)  -0.336
H (4.89, 1.35, 1.87)  0.402
H (3.93, 0.45, 2.62)  0.393
O (3.09, -1.92, -0.33)  -0.541
H (3.55, -2.70, -0.65)  0.479
H (2.23, -2.24, -0.07)  0.268
O (3.79, 1.41, 0.00)  -0.419
H (2.94, 1.85, 0.05)  0.436
H (4.31, 1.96, -0.59)  0.456

Record 4
ORCA calculation (wB97M-V/def2-TZVPD) on a molecular structure, C23H19CoN2O5.

Results
LUMO level (spin up / spin down) in eV: 2.69 / 2.68
Net charge: -1
2S+1: 2
Max |F| in eV/Å: 1.51
HOMO (spin up / spin down) in eV: -4.950 / -4.884
Energy in eV: -75007.538
Relative energy (zero: lowest compared OMol25 entry of this formula, charge and spin) in kJ/mol: 96.81
Gap between HOMO and LUMO (spin up / spin down) in Ha: 0.281 / 0.278

Last column: Mulliken spin population.
Atoms and positions in Å:
Co (0.27, -0.41, 0.70)  0.961
O (-0.05, 1.48, 1.25)  -0.016
C (0.41, 2.52, 0.68)  0.001
C (0.53, 3.73, 1.43)  -0.001
C (0.99, 4.89, 0.88)  -0.001
C (1.38, 4.94, -0.47)  0.001
C (1.31, 3.80, -1.22)  0.001
C (0.83, 2.58, -0.70)  -0.003
C (0.82, 1.43, -1.53)  0.008
N (0.31, 0.27, -1.21)  0.018
C (0.30, -0.78, -2.21)  0.003
C (-0.12, -2.10, -1.55)  0.002
N (0.61, -2.20, -0.32)  -0.013
C (1.62, -2.99, -0.26)  -0.007
C (2.65, -2.95, 0.72)  0.008
C (3.62, -3.96, 0.75)  -0.004
C (4.76, -3.84, 1.49)  0.006
C (4.99, -2.67, 2.22)  -0.002
C (4.05, -1.68, 2.25)  0.005
C (2.81, -1.78, 1.54)  -0.005
O (1.96, -0.83, 1.63)  0.014
H (0.22, 3.68, 2.46)  0.000
H (1.06, 5.79, 1.49)  0.000
H (1.73, 5.86, -0.90)  0.000
H (1.60, 3.83, -2.27)  0.000
H (1.28, 1.55, -2.52)  0.001
H (1.30, -0.89, -2.67)  -0.004
H (-0.41, -0.53, -3.01)  0.001
H (0.09, -2.94, -2.23)  -0.001
H (-1.19, -2.07, -1.33)  0.000
H (1.78, -3.70, -1.09)  0.000
H (3.43, -4.85, 0.17)  0.000
H (5.50, -4.64, 1.49)  0.001
H (5.92, -2.55, 2.75)  0.000
H (4.21, -0.77, 2.81)  0.001
O (-5.66, -0.85, 1.24)  0.000
C (-4.93, -0.17, 0.34)  -0.001
C (-5.59, 0.46, -0.72)  0.000
C (-4.90, 1.19, -1.66)  0.000
C (-3.52, 1.32, -1.55)  0.000
C (-2.85, 0.68, -0.52)  -0.004
C (-3.53, -0.09, 0.41)  0.002
C (-2.78, -0.86, 1.49)  0.002
O (-3.46, -1.37, 2.40)  0.000
O (-1.54, -1.01, 1.38)  0.023
H (-4.98, -1.19, 1.91)  0.000
H (-6.67, 0.36, -0.77)  0.000
H (-5.43, 1.66, -2.47)  0.000
H (-2.96, 1.91, -2.26)  0.000
H (-1.78, 0.77, -0.43)  0.001